one | {
  "formula": "H30O15",
  "method": "ωB97M-V/def2-TZVPD",
  "lumo_energy_ev": -0.73,
  "gap_ev": 8.3,
  "homo_ev": -9.025,
  "species": ["H", "H", "H", "H", "H", "H", "H", "H", "H", "H", "H", "H", "H", "H", "H", "H", "H", "H", "H", "H", "H", "H", "H", "H", "H", "H", "H", "H", "H", "H", "O", "O", "O", "O", "O", "O", "O", "O", "O", "O", "O", "O", "O", "O", "O"],
  "positions_angstrom": [[0.61, -0.11, 0.15], [-0.66, -0.61, 0.82], [-0.34, -2.97, 2.73], [-0.14, -2.32, 1.38], [-0.96, -2.01, -1.31], [-1.38, -3.45, -1.07], [-2.98, -1.92, 2.46], [-1.92, -2.67, 3.24], [-3.43, -0.15, -0.21], [-2.12, 0.40, 0.33], [5.47, -2.98, -0.85], [4.56, -1.80, -1.18], [3.15, -2.42, -1.91], [1.73, -1.87, -1.87], [0.76, 4.27, 0.34], [1.78, 3.56, 1.21], [-2.30, 0.88, -2.28], [-3.29, 2.03, -2.29], [0.54, 2.39, -1.84], [1.93, 1.79, -1.74], [-6.11, -1.21, -1.02], [-4.61, -1.12, -1.23], [-0.09, 1.89, 0.72], [1.10, 1.33, 1.49], [3.52, 3.24, -0.31], [4.31, 4.29, 0.45], [-3.41, 2.22, -0.67], [-2.52, 2.65, 0.48], [3.94, -2.27, 1.11], [2.76, -1.31, 1.14], [0.19, -0.20, 1.02], [0.23, -2.35, 2.27], [-1.09, -2.65, -0.61], [-2.51, -1.92, 3.30], [-3.02, 0.18, 0.59], [5.16, -2.44, -1.59], [2.34, -2.44, -1.39], [1.03, 4.16, 1.26], [-2.46, 1.74, -2.68], [1.00, 1.55, -1.83], [-5.44, -1.28, -1.70], [0.34, 1.92, 1.59], [3.86, 3.45, 0.57], [-3.16, 1.98, 0.23], [3.61, -1.46, 0.70]]
}

=====

two | {
  "formula": "H30O15",
  "method": "ωB97M-V/def2-TZVPD",
  "lumo_energy_ev": -0.48,
  "gap_ev": 8.1,
  "homo_ev": -8.570,
  "species": ["H", "H", "H", "H", "H", "H", "H", "H", "H", "H", "H", "H", "H", "H", "H", "H", "H", "H", "H", "H", "H", "H", "H", "H", "H", "H", "H", "H", "H", "H", "O", "O", "O", "O", "O", "O", "O", "O", "O", "O", "O", "O", "O", "O", "O"],
  "positions_angstrom": [[0.26, 0.48, -0.31], [-1.07, 0.97, -0.75], [-2.36, -2.28, -0.55], [-1.41, -1.05, -0.70], [-0.03, 1.81, 1.60], [-0.97, 1.96, 2.73], [0.60, -1.24, 4.02], [1.00, -0.60, 2.69], [-0.06, 4.86, -0.50], [-1.31, 4.95, -1.33], [2.17, -3.80, -2.14], [1.52, -2.50, -1.52], [-6.34, -0.31, -0.03], [-5.04, 0.24, -0.04], [2.99, -0.74, 0.73], [2.92, -1.59, -0.42], [2.82, 1.71, 1.47], [3.77, 2.12, 0.30], [1.97, 2.90, -2.00], [1.00, 3.73, -1.08], [5.43, 0.09, -0.59], [4.19, -0.09, -1.31], [-3.22, 1.51, -0.23], [-3.77, 2.23, -1.35], [-1.64, -2.11, -2.32], [-1.10, -3.23, -3.27], [-2.18, -1.03, 2.95], [-1.89, -2.44, 2.59], [1.39, -3.26, 0.84], [0.58, -2.02, 1.03], [-0.07, 1.23, -0.81], [-1.52, -1.87, -0.24], [-0.84, 2.38, 1.87], [0.36, -1.14, 3.06], [-0.66, 4.39, -1.07], [1.79, -3.48, -1.34], [-5.50, -0.38, -0.55], [3.10, -1.63, 0.53], [3.21, 2.40, 1.04], [1.73, 3.07, -1.15], [5.03, -0.47, -1.23], [-3.72, 1.38, -0.96], [-1.79, -3.01, -2.65], [-2.59, -1.75, 2.54], [1.25, -2.42, 0.46]]
}

=====

Stability check: which of them is least stable? one.

=====

one | {
  "formula": "C12H43N3O8",
  "method": "ωB97M-V/def2-TZVPD",
  "lumo_energy_ev": 0.66,
  "gap_ev": 9.9,
  "smiles": "COC[C@H](C)N.COC[C@H](C)N.COC[C@H](C)N.O.O.O.O.O",
  "homo_ev": -9.197,
  "species": ["C", "O", "C", "C", "C", "N", "H", "H", "H", "H", "H", "H", "H", "H", "H", "H", "H", "C", "O", "C", "C", "C", "N", "H", "H", "H", "H", "H", "H", "H", "H", "H", "H", "H", "C", "O", "C", "C", "C", "N", "H", "H", "H", "H", "H", "H", "H", "H", "H", "H", "H", "O", "H", "H", "O", "H", "H", "O", "H", "H", "O", "H", "H", "O", "H", "H"],
  "positions_angstrom": [[0.73, -0.30, -2.15], [1.77, 0.67, -1.80], [1.11, 1.87, -1.41], [2.14, 2.96, -1.08], [2.98, 3.32, -2.33], [2.87, 2.48, 0.03], [0.07, 0.18, -2.88], [0.22, -0.63, -1.25], [1.26, -1.16, -2.57], [0.41, 2.10, -2.24], [0.54, 1.72, -0.49], [1.64, 3.85, -0.65], [2.37, 3.30, -3.21], [3.77, 2.61, -2.50], [3.41, 4.32, -2.18], [3.33, 1.59, -0.22], [3.60, 3.14, 0.30], [-3.88, 3.33, -2.59], [-3.58, 2.11, -1.83], [-4.25, 1.98, -0.60], [-3.39, 1.01, 0.15], [-4.00, 0.21, 1.36], [-2.17, 1.69, 0.62], [-3.31, 4.15, -2.13], [-4.93, 3.64, -2.44], [-3.70, 3.24, -3.62], [-4.34, 2.92, -0.08], [-5.24, 1.57, -0.80], [-3.04, 0.34, -0.66], [-4.91, -0.27, 1.00], [-4.18, 0.89, 2.25], [-3.34, -0.56, 1.69], [-1.92, 2.25, -0.19], [-1.41, 0.99, 0.76], [-0.92, -3.31, -0.36], [-0.31, -3.87, 0.81], [0.88, -4.65, 0.62], [2.03, -3.89, 0.00], [3.24, -4.84, -0.10], [2.39, -2.75, 0.75], [-0.63, -3.85, -1.29], [-0.68, -2.27, -0.47], [-2.01, -3.39, -0.23], [1.09, -5.03, 1.63], [0.60, -5.50, -0.03], [1.66, -3.71, -1.01], [4.01, -4.41, -0.71], [2.97, -5.85, -0.50], [3.58, -5.00, 0.95], [3.20, -2.31, 0.34], [1.67, -2.01, 0.77], [-0.61, 3.71, 2.43], [-0.87, 4.53, 2.80], [-1.40, 3.22, 2.05], [4.19, -0.16, 1.66], [3.45, 0.19, 2.16], [4.06, -1.13, 1.76], [1.16, 1.49, 2.28], [0.68, 2.27, 2.62], [1.86, 1.87, 1.65], [-2.05, -2.74, 2.54], [-2.03, -3.01, 3.47], [-1.60, -3.41, 2.04], [-0.05, -0.61, 1.37], [-0.54, -1.25, 1.85], [0.36, 0.14, 1.91]]
}

=====

two | {
  "formula": "C12H43N3O8",
  "method": "ωB97M-V/def2-TZVPD",
  "lumo_energy_ev": 0.53,
  "gap_ev": 9.5,
  "smiles": "COC[C@H](C)N.COC[C@H](C)N.COC[C@H](C)N.O.O.O.O.O",
  "homo_ev": -8.949,
  "species": ["C", "O", "C", "C", "C", "N", "H", "H", "H", "H", "H", "H", "H", "H", "H", "H", "H", "C", "O", "C", "C", "C", "N", "H", "H", "H", "H", "H", "H", "H", "H", "H", "H", "H", "C", "O", "C", "C", "C", "N", "H", "H", "H", "H", "H", "H", "H", "H", "H", "H", "H", "O", "H", "H", "O", "H", "H", "O", "H", "H", "O", "H", "H", "O", "H", "H"],
  "positions_angstrom": [[-2.78, -0.73, -4.63], [-2.75, 0.25, -3.65], [-3.61, -0.06, -2.55], [-3.85, 1.19, -1.74], [-2.66, 1.77, -1.03], [-4.94, 1.00, -0.71], [-3.74, -0.83, -5.12], [-2.42, -1.69, -4.28], [-2.07, -0.37, -5.38], [-4.59, -0.42, -2.93], [-3.19, -0.81, -1.86], [-4.18, 1.97, -2.41], [-2.36, 1.03, -0.28], [-3.04, 2.63, -0.49], [-1.86, 2.09, -1.70], [-5.74, 0.49, -1.00], [-4.65, 0.56, 0.16], [5.26, -1.35, 1.45], [4.94, -0.30, 2.44], [3.99, 0.58, 1.79], [3.69, 1.80, 2.67], [2.82, 1.49, 3.88], [2.94, 2.80, 1.88], [5.81, -2.14, 1.95], [5.88, -0.91, 0.67], [4.33, -1.75, 1.06], [4.39, 0.97, 0.82], [3.05, 0.02, 1.65], [4.68, 2.17, 3.00], [1.83, 1.32, 3.44], [2.73, 2.37, 4.50], [3.11, 0.62, 4.47], [2.36, 3.39, 2.44], [3.42, 3.34, 1.20], [-1.80, -5.45, -0.66], [-1.75, -4.00, -0.84], [-0.91, -3.37, 0.12], [-0.47, -1.95, -0.22], [0.15, -1.85, -1.62], [0.37, -1.45, 0.88], [-2.23, -5.64, 0.34], [-0.78, -5.86, -0.71], [-2.42, -5.82, -1.47], [-1.44, -3.31, 1.07], [-0.02, -3.98, 0.32], [-1.36, -1.30, -0.26], [0.72, -2.74, -1.94], [0.83, -1.01, -1.64], [-0.60, -1.73, -2.42], [0.67, -0.54, 0.60], [1.28, -1.93, 0.90], [3.12, 4.11, -0.82], [3.77, 4.42, -1.47], [2.44, 3.61, -1.32], [-2.01, -0.24, 2.20], [-2.43, -0.80, 2.88], [-1.21, -0.72, 1.95], [0.86, 2.41, -1.74], [0.76, 2.06, -0.80], [0.36, 1.80, -2.28], [-1.69, 2.72, 1.77], [-1.75, 3.11, 2.66], [-1.82, 1.78, 1.96], [0.82, 1.37, 0.77], [1.61, 1.87, 1.07], [0.12, 1.98, 1.01]]
}

=====

Stability check: which of them is least stable? one.

=====

one | {
  "formula": "C2H6N2S",
  "method": "ωB97M-V/def2-TZVPD",
  "lumo_energy_ev": 0.61,
  "gap_ev": 8.8,
  "smiles": "CC(=S)NN",
  "homo_ev": -8.230,
  "species": ["C", "C", "S", "N", "N", "H", "H", "H", "H", "H", "H"],
  "positions_angstrom": [[-0.77, 1.35, 0.03], [-0.89, -0.14, -0.09], [-2.44, -0.86, 0.10], [0.24, -1.01, -0.14], [1.61, -0.66, 0.21], [-0.12, 1.63, -0.85], [-1.77, 1.85, 0.14], [-0.02, 1.58, 0.81], [-0.03, -1.93, -0.51], [1.96, -1.16, 0.93], [2.24, -0.65, -0.63]]
}

=====

two | {
  "formula": "C2H6N2S",
  "method": "ωB97M-V/def2-TZVPD",
  "lumo_energy_ev": 0.81,
  "gap_ev": 9.7,
  "smiles": "C/N=C/NS",
  "homo_ev": -8.943,
  "species": ["C", "N", "C", "N", "S", "H", "H", "H", "H", "H", "H"],
  "positions_angstrom": [[-0.88, -0.14, -1.80], [-0.43, -0.82, -0.60], [0.08, -0.01, 0.24], [0.50, -0.34, 1.49], [1.86, 0.48, 2.11], [-1.89, -0.48, -2.07], [-0.25, -0.44, -2.67], [-0.91, 1.01, -1.78], [0.25, 1.07, -0.03], [0.40, -1.23, 1.89], [1.27, 0.91, 3.22]]
}

=====

three | {
  "formula": "C2H6N2S",
  "method": "ωB97M-V/def2-TZVPD",
  "lumo_energy_ev": 0.03,
  "gap_ev": 9.2,
  "homo_ev": -9.212,
  "species": ["C", "C", "H", "H", "H", "H", "H", "H", "N", "N", "S"],
  "positions_angstrom": [[-1.48, -0.95, 0.19], [-0.08, 1.04, -0.32], [-1.64, -1.85, -0.61], [-0.47, -1.37, 0.76], [-2.52, -0.85, 1.03], [-0.10, 2.18, -0.91], [1.66, 1.60, 1.19], [2.61, -0.54, -1.37], [-1.17, 0.40, -0.42], [1.09, 0.90, 0.56], [2.11, -0.54, -0.10]]
}

=====

four | {
  "formula": "C2H6N2S",
  "method": "ωB97M-V/def2-TZVPD",
  "lumo_energy_ev": 0.59,
  "gap_ev": 8.6,
  "smiles": "CNC(N)=S",
  "homo_ev": -8.014,
  "species": ["C", "N", "C", "N", "S", "H", "H", "H", "H", "H", "H"],
  "positions_angstrom": [[1.64, -0.76, -0.06], [0.36, 0.13, -0.18], [-1.01, -0.03, -0.17], [-1.75, 1.14, -0.09], [-1.64, -1.62, -0.05], [1.36, -1.22, 0.95], [1.68, -1.44, -0.88], [2.61, -0.08, 0.32], [0.75, 0.97, -0.39], [-1.11, 1.80, 0.58], [-2.88, 1.11, -0.02]]
}

=====

Stability check: which of them is least stable? three.

=====

one | {
  "formula": "C2H6N2S",
  "method": "ωB97M-V/def2-TZVPD",
  "lumo_energy_ev": 0.94,
  "gap_ev": 9.2,
  "smiles": "CS/C=N\\N",
  "homo_ev": -8.261,
  "species": ["C", "S", "C", "N", "N", "H", "H", "H", "H", "H", "H"],
  "positions_angstrom": [[1.24, 1.16, -1.33], [-0.36, 0.94, -0.54], [0.01, -0.61, 0.16], [-0.53, -1.28, 1.14], [-1.63, -0.82, 1.81], [1.29, 1.16, -2.41], [1.67, 2.09, -1.00], [1.79, 0.36, -1.00], [0.92, -0.97, -0.35], [-2.02, -1.62, 2.31], [-2.37, -0.42, 1.21]]
}

=====

two | {
  "formula": "C2H6N2S",
  "method": "ωB97M-V/def2-TZVPD",
  "lumo_energy_ev": 0.64,
  "gap_ev": 9.7,
  "smiles": "[H]/N=C(/N)SC",
  "homo_ev": -9.103,
  "species": ["H", "N", "C", "N", "S", "C", "H", "H", "H", "H", "H"],
  "positions_angstrom": [[-0.27, 1.51, -0.81], [0.54, 1.02, -0.27], [0.72, -0.19, -0.02], [2.12, -0.74, -0.02], [-0.53, -1.39, -0.29], [-1.71, 0.05, 0.16], [2.93, 0.12, -0.11], [2.35, -1.43, 0.66], [-1.63, 0.94, -0.69], [-1.58, 0.35, 1.26], [-2.94, -0.25, 0.13]]
}

=====

three | {
  "formula": "C2H6N2S",
  "method": "ωB97M-V/def2-TZVPD",
  "lumo_energy_ev": 0.78,
  "gap_ev": 10.0,
  "smiles": "NC/C=N/S",
  "homo_ev": -9.200,
  "species": ["N", "C", "C", "N", "S", "H", "H", "H", "H", "H", "H"],
  "positions_angstrom": [[1.80, -0.79, 0.03], [1.14, 0.55, 0.02], [-0.41, 0.57, -0.07], [-1.12, -0.46, 0.09], [-2.85, -0.06, 0.03], [1.39, -1.28, -0.83], [1.22, -1.17, 0.75], [1.60, 1.20, -0.76], [1.40, 1.10, 1.03], [-0.77, 1.62, -0.06], [-3.40, -1.28, -0.24]]
}

=====

Stability check: which of them is least stable? two.